A molecular structure, C9H8N2O4Sc in a non-equilibrium geometry. Source: OMol25; level of theory: ωB97M-V/def2-TZVPD.

M = 253.13 g mol⁻¹
largest force on an atom = 8.9 eV/Å
HOMO level = -20.39 eV
total energy = -41300.4331 eV
frontier orbital gap = 5.30 eV
LUMO = -15.0932 eV
total charge = +3

XYZ file:
```
24
C9H8N2O4Sc | OMol25 | ωB97M-V/def2-TZVPD
O 2.8403 1.6111 0.9172
C 1.8738 1.0340 0.6296
Sc -0.0377 -0.0760 0.2271
O 1.4669 -0.9756 -2.7849
C 0.9501 -0.6399 -1.8144
C -1.0311 1.9055 0.0721
O -1.5684 2.9406 0.0689
C -1.8641 -0.9886 -0.6192
O -2.8451 -1.4709 -1.0212
C -0.8248 -4.0591 3.6942
C 0.0848 -3.1258 3.0125
C 1.4647 -2.9622 3.1448
C 1.8457 -1.9737 2.2287
N 0.7296 -1.5207 1.5891
N -0.3259 -2.2550 2.0927
C 3.2142 -1.4728 1.9666
H -0.4496 -5.0708 3.5069
H -0.7559 -3.8605 4.7687
H -1.8612 -3.9665 3.3534
H 2.1526 -3.4834 3.8044
H -1.2941 -2.1373 1.7720
H 3.5897 -0.9414 2.8566
H 3.8620 -2.3524 1.8162
H 3.3314 -0.7961 1.1059
```


3 unconnected molecules or ions with the total composition C19H39N3O6S2 in a non-equilibrium geometry. Source: OMol25; level of theory: ωB97M-V/def2-TZVPD.

M = 469.67 g mol⁻¹
largest force on an atom = 3.1 eV/Å
HOMO level = -8.99 eV
total energy = -58756.1965 eV
frontier orbital gap = 9.44 eV
LUMO = 0.4546 eV
total charge = 0

XYZ file:
```
69
C19H39N3O6S2 | OMol25 | ωB97M-V/def2-TZVPD
N -4.3553 0.1726 -0.0568
C -4.7237 0.4374 -1.2445
C -4.2236 1.7585 -1.9561
O -3.6082 1.4069 -3.2150
S -3.0229 2.7605 -4.0517
O -3.9710 2.9719 -5.1462
O -3.0859 4.0125 -2.9651
C -1.8591 4.7815 -2.9116
C -0.5260 3.9541 -2.9261
C -0.4074 2.8921 -1.7560
C 0.5614 1.6924 -2.0908
C 0.1090 0.8180 -3.3276
C 0.3593 -0.7272 -3.0438
C 1.8364 -1.1116 -3.4784
S 1.7291 -2.6244 -4.5619
C 0.7789 -3.8384 -3.6417
N 0.9996 -4.2375 -2.3903
N 0.0337 -5.1836 -2.1803
C -0.7154 -5.3055 -3.2696
O -0.2895 -4.4305 -4.2650
H -3.7367 0.9044 0.3104
H -5.3828 -0.2698 -1.8088
H -5.1028 2.4248 -2.1519
H -3.5411 2.2537 -1.2239
H -1.8841 5.3255 -1.9264
H -1.8352 5.5934 -3.6893
H 0.3011 4.6985 -2.7396
H -0.2784 3.5088 -3.9285
H -1.3898 2.5383 -1.3609
H 0.0859 3.4428 -0.9032
H 0.5628 1.0158 -1.1906
H 1.6035 2.0657 -2.2482
H -0.9979 0.9338 -3.4406
H 0.6337 1.1208 -4.2755
H -0.4211 -1.2707 -3.6423
H 0.2006 -0.9743 -1.9672
H 2.4485 -1.3212 -2.5604
H 2.2975 -0.2578 -4.0255
H -1.5477 -6.0327 -3.3214
C 3.5179 -0.6671 2.4813
C 2.5913 -0.9798 1.3197
O 3.2492 -1.5577 0.2058
C 3.8835 -2.8095 0.4287
C 2.9247 -3.9097 0.8493
H 4.3722 -0.0752 2.1457
H 2.9863 -0.1132 3.2576
H 3.9130 -1.5797 2.9340
H 2.1523 -0.0442 0.9633
H 1.7561 -1.6129 1.6403
H 4.6997 -2.7007 1.1509
H 4.3446 -3.0889 -0.5206
H 2.5067 -3.7214 1.8416
H 3.4387 -4.8723 0.8817
H 2.0894 -3.9788 0.1494
C -1.5908 -0.2822 4.3633
C -0.0939 -0.0488 4.4713
O 0.2446 1.2210 5.0036
C -0.1989 1.4853 6.3245
C 0.3746 0.5323 7.3589
H -2.0715 0.5401 3.8291
H -1.7960 -1.2154 3.8360
H -2.0582 -0.3466 5.3488
H 0.3373 -0.0857 3.4679
H 0.3893 -0.8463 5.0468
H -1.2932 1.4976 6.3642
H 0.1314 2.4990 6.5587
H -0.0038 -0.4834 7.2224
H 0.1051 0.8558 8.3661
H 1.4632 0.4890 7.2819
```